1.
The following is a quantum chemistry calculation of C42H74O22PbPdS9 as an isolated structure at a distorted geometry, from OMol25.

Output
DFT total energy (eV): -196007.829
HOMO (alpha / beta) (eV): -15.09 / -15.08
Charge: +3
Frontier orbital gap (alpha / beta) (eV): 4.48 / 2.80
Expectation value of S²: 3.83
Multiplicity: 4

Last column: Löwdin charge in e.
Geometry (Å):
1 Pd -4.652 0.038 1.131  0.830
2 Pb 4.104 -0.253 0.085  1.766
3 C -0.426 -1.213 -0.432  0.163
4 C 0.891 -0.714 -0.051  -0.214
5 C 1.009 0.536 0.922  -0.268
6 O 2.108 0.874 1.204  0.020
7 C -0.256 0.934 1.632  0.182
8 C -1.422 0.249 1.391  -0.237
9 C -1.560 -0.778 0.231  -0.193
10 O -2.716 -1.015 -0.358  0.068
11 O -2.468 0.756 1.942  0.071
12 O 1.943 -1.225 -0.489  -0.053
13 H -0.585 -1.861 -1.282  0.130
14 H -0.329 1.675 2.415  0.150
15 C 3.614 -3.573 -5.022  -0.194
16 C 2.239 -2.965 -4.784  -0.222
17 C 2.244 -1.826 -3.725  -0.201
18 S 3.835 -0.962 -4.061  0.707
19 O 4.492 -0.465 -2.881  -0.429
20 O 3.810 -0.105 -5.257  -0.310
21 C 4.657 -2.545 -4.618  -0.176
22 H 3.659 -3.957 -6.041  0.131
23 H 3.718 -4.450 -4.383  0.104
24 H 1.645 -3.824 -4.472  0.077
25 H 1.711 -2.619 -5.673  0.126
26 H 2.359 -2.263 -2.733  0.062
27 H 1.327 -1.237 -3.757  0.090
28 H 5.116 -2.883 -3.689  0.095
29 H 5.421 -2.273 -5.346  0.117
30 C -2.286 1.724 5.471  -0.234
31 C -2.919 2.507 6.575  -0.226
32 C -3.082 1.692 7.858  -0.187
33 S -1.742 0.406 7.822  0.744
34 O -2.260 -0.934 8.165  -0.342
35 O -0.541 0.931 8.472  -0.330
36 C -1.444 0.531 5.966  -0.204
37 H -1.675 2.343 4.813  0.091
38 H -3.004 1.249 4.802  0.099
39 H -3.888 2.891 6.256  0.121
40 H -2.420 3.460 6.750  0.120
41 H -4.086 1.267 7.893  0.106
42 H -3.068 2.233 8.804  0.111
43 H -1.717 -0.468 5.625  0.074
44 H -0.363 0.669 5.945  0.077
45 C 1.760 -5.281 -2.023  -0.175
46 C 2.733 -6.351 -1.364  -0.187
47 C 1.844 -7.376 -0.640  -0.157
48 S 0.615 -6.272 0.324  0.762
49 O 1.117 -5.961 1.681  -0.358
50 O -0.791 -6.687 0.142  -0.353
51 C 0.906 -4.756 -0.819  -0.207
52 H 1.005 -5.685 -2.696  0.103
53 H 2.323 -4.430 -2.405  0.078
54 H 3.526 -5.943 -0.737  0.115
55 H 3.319 -6.858 -2.131  0.115
56 H 2.111 -8.002 0.212  0.104
57 H 1.160 -7.917 -1.293  0.106
58 H 1.449 -4.020 -0.226  0.054
59 H -0.040 -4.259 -1.037  0.066
60 C -5.624 2.147 -4.048  -0.197
61 C -5.590 0.549 -4.052  -0.138
62 C -4.427 0.244 -3.008  -0.169
63 S -4.182 1.758 -1.880  0.753
64 O -2.919 2.427 -2.205  -0.324
65 O -4.428 1.477 -0.451  -0.453
66 C -5.613 2.646 -2.595  -0.189
67 H -6.477 2.520 -4.615  0.129
68 H -4.684 2.414 -4.532  0.113
69 H -5.521 0.114 -5.049  0.118
70 H -6.572 0.329 -3.634  0.110
71 H -3.415 -0.122 -3.181  0.077
72 H -4.853 -0.493 -2.327  0.074
73 H -5.335 3.677 -2.375  0.113
74 H -6.542 2.351 -2.107  0.119
75 C 0.296 2.816 -3.208  -0.210
76 C 1.605 2.696 -4.086  -0.141
77 C 2.783 3.465 -3.271  -0.140
78 S 2.414 2.966 -1.540  0.758
79 O 2.555 4.176 -0.702  -0.313
80 O 3.176 1.748 -1.341  -0.467
81 C 0.605 2.451 -1.761  -0.184
82 H -0.408 2.090 -3.615  0.107
83 H -0.221 3.771 -3.308  0.122
84 H 1.418 3.140 -5.063  0.124
85 H 1.901 1.651 -4.176  0.085
86 H 2.642 4.530 -3.455  0.112
87 H 3.727 3.034 -3.603  0.109
88 H -0.063 2.892 -1.021  0.082
89 H 0.569 1.362 -1.741  0.080
90 C -0.211 5.079 1.642  -0.207
91 C -0.930 5.399 0.335  -0.206
92 C -2.394 4.845 0.395  -0.169
93 S -2.998 5.080 2.184  0.700
94 O -3.691 3.882 2.611  -0.349
95 O -3.627 6.352 2.438  -0.304
96 C -1.236 5.330 2.827  -0.171
97 H 0.776 5.511 1.808  0.111
98 H -0.058 4.001 1.690  0.065
99 H -0.347 5.131 -0.547  0.092
100 H -0.934 6.482 0.220  0.125
101 H -2.365 3.762 0.276  0.059
102 H -3.180 5.332 -0.182  0.102
103 H -1.109 4.817 3.781  0.084
104 H -1.094 6.382 3.076  0.100
105 C 0.450 -2.339 4.345  -0.178
106 C 0.622 -3.076 3.015  -0.211
107 C 2.118 -3.324 2.912  -0.202
108 S 2.962 -1.806 3.624  0.780
109 O 3.507 -0.998 2.506  -0.512
110 O 3.821 -2.095 4.771  -0.264
111 C 1.364 -1.145 4.263  -0.209
112 H 0.708 -2.996 5.176  0.152
113 H -0.555 -1.921 4.298  0.106
114 H 0.398 -2.588 2.067  0.093
115 H 0.082 -4.016 3.133  0.125
116 H 2.533 -3.606 1.944  0.087
117 H 2.393 -4.116 3.609  0.117
118 H 1.076 -0.418 3.503  0.071
119 H 1.677 -0.529 5.106  0.115
120 C 4.078 4.819 2.102  -0.241
121 C 5.258 4.995 3.044  -0.196
122 C 5.658 3.616 3.584  -0.141
123 S 4.328 2.345 2.990  0.792
124 O 3.795 1.476 4.061  -0.349
125 O 4.764 1.701 1.721  -0.495
126 C 3.104 3.770 2.651  -0.186
127 H 4.369 4.651 1.065  0.109
128 H 3.547 5.750 2.301  0.118
129 H 4.869 5.614 3.852  0.125
130 H 6.161 5.393 2.583  0.133
131 H 5.721 3.654 4.672  0.113
132 H 6.546 3.146 3.163  0.099
133 H 2.792 4.072 3.651  0.114
134 H 2.295 3.399 2.023  0.060
135 C -3.999 -4.563 -5.031  -0.175
136 C -4.372 -4.132 -3.602  -0.192
137 C -3.032 -3.987 -2.772  -0.182
138 S -1.765 -3.411 -3.992  0.751
139 O -1.393 -1.953 -3.882  -0.402
140 O -0.660 -4.414 -3.987  -0.359
141 C -2.862 -3.574 -5.474  -0.181
142 H -4.817 -4.370 -5.725  0.121
143 H -3.733 -5.620 -5.068  0.126
144 H -5.071 -4.810 -3.113  0.120
145 H -4.947 -3.209 -3.531  0.100
146 H -3.033 -3.103 -2.133  0.059
147 H -2.730 -4.905 -2.268  0.108
148 H -3.306 -2.583 -5.572  0.095
149 H -2.169 -3.769 -6.292  0.111


2.
The following is a quantum chemistry calculation of a 8-piece molecular cluster, C42H76FN3O20 overall at a distorted geometry, from OMol25.

Output
DFT total energy (eV): -92911.693
HOMO (eV): -9.37
SMILES: CC(=O)OC(=O)C[C@](C#N)(CCN)[C@@](F)(C#N)COCOCCO.CCOC(C)=O.CCOC(C)=O.CCOC(C)=O.CCOC(C)=O.CCOC(C)=O.CCOC(C)=O.CCOC(C)=O
Frontier orbital gap (eV): 9.35

Last column: Löwdin charge in e.
Geometry (Å):
1 C -0.187 7.851 -3.645  -0.002
2 C -0.008 6.263 -4.130  -0.264
3 O 0.746 6.039 -5.208  0.004
4 O -0.749 5.266 -3.345  -0.035
5 C 0.020 4.035 -3.118  -0.227
6 O 1.347 3.900 -3.137  0.016
7 C -0.871 2.672 -2.740  -0.026
8 C -1.215 1.796 -4.082  -0.266
9 C -1.812 2.870 -5.217  -0.070
10 N -2.129 3.840 -6.050  0.124
11 C -2.376 0.652 -3.886  -0.135
12 C -3.620 1.086 -2.910  -0.273
13 N -4.879 0.274 -3.266  -0.058
14 C 0.073 1.064 -4.782  -0.219
15 F -0.426 -0.082 -5.628  -0.056
16 C 0.848 2.075 -5.848  -0.051
17 N 1.516 2.813 -6.687  0.138
18 C 1.200 0.488 -3.739  -0.130
19 O 0.653 -0.294 -2.608  -0.171
20 C 1.863 -0.930 -1.988  -0.185
21 O 1.699 -1.182 -0.548  -0.149
22 C 2.449 -0.226 0.280  -0.149
23 C 3.323 -1.006 1.475  -0.158
24 O 3.439 -2.469 1.161  -0.146
25 H -1.048 8.333 -4.300  0.106
26 H -0.601 7.837 -2.527  0.083
27 H 0.809 8.469 -3.740  0.091
28 H -0.235 2.066 -1.936  0.143
29 H -1.813 3.074 -2.157  0.127
30 H -1.924 -0.387 -3.514  0.144
31 H -2.859 0.406 -4.950  0.139
32 H -3.301 0.815 -1.805  0.120
33 H -3.890 2.240 -2.966  0.125
34 H -4.682 -0.746 -3.048  0.085
35 H -5.696 0.603 -2.673  0.078
36 H 1.865 -0.282 -4.364  0.161
37 H 1.885 1.328 -3.260  0.153
38 H 1.934 -2.005 -2.503  0.164
39 H 2.852 -0.373 -2.285  0.143
40 H 1.693 0.504 0.834  0.138
41 H 3.231 0.428 -0.294  0.123
42 H 4.439 -0.602 1.542  0.115
43 H 2.817 -0.881 2.540  0.115
44 H 2.610 -2.950 1.453  0.092
45 O 1.157 -1.731 4.297  0.063
46 C 0.099 -2.297 4.030  -0.503
47 O 0.105 -3.501 3.417  -0.012
48 C -1.061 -4.321 3.211  -0.247
49 C -1.806 -3.895 1.963  -0.052
50 C -1.215 -1.623 4.297  0.008
51 H -1.697 -4.329 4.102  0.109
52 H -0.700 -5.346 3.080  0.106
53 H -2.170 -2.866 2.040  0.067
54 H -2.663 -4.551 1.780  0.086
55 H -1.143 -3.929 1.091  0.087
56 H -1.430 -0.922 3.487  0.100
57 H -1.138 -1.075 5.241  0.093
58 H -2.050 -2.312 4.413  0.071
59 O -5.811 -2.584 -6.047  0.071
60 C -6.404 -1.627 -6.541  -0.509
61 O -7.429 -1.045 -5.881  -0.015
62 C -8.077 0.175 -6.288  -0.232
63 C -9.143 -0.102 -7.327  -0.072
64 C -6.058 -1.146 -7.920  0.004
65 H -7.344 0.916 -6.620  0.116
66 H -8.550 0.589 -5.391  0.122
67 H -8.719 -0.536 -8.237  0.067
68 H -9.668 0.819 -7.598  0.082
69 H -9.872 -0.825 -6.945  0.085
70 H -6.554 -1.783 -8.657  0.098
71 H -4.974 -1.215 -8.050  0.095
72 H -6.321 -0.106 -8.104  0.069
73 O 7.092 10.293 -2.097  0.077
74 C 6.034 9.727 -2.365  -0.506
75 O 6.040 8.523 -2.977  -0.006
76 C 4.874 7.703 -3.184  -0.224
77 C 4.129 8.130 -4.432  -0.063
78 C 4.720 10.401 -2.097  0.000
79 H 4.239 7.695 -2.293  0.112
80 H 5.235 6.678 -3.314  0.128
81 H 3.766 9.158 -4.354  0.065
82 H 3.273 7.473 -4.614  0.071
83 H 4.792 8.096 -5.303  0.089
84 H 4.505 11.102 -2.908  0.098
85 H 4.797 10.949 -1.153  0.093
86 H 3.885 9.712 -1.982  0.063
87 O 5.284 1.843 1.359  0.070
88 C 5.966 1.688 2.370  -0.507
89 O 5.415 1.184 3.495  -0.013
90 C 6.155 0.809 4.673  -0.224
91 C 6.409 2.013 5.555  -0.070
92 C 7.398 2.137 2.399  0.007
93 H 7.072 0.277 4.405  0.116
94 H 5.529 0.092 5.216  0.127
95 H 7.015 2.767 5.046  0.067
96 H 6.927 1.717 6.473  0.083
97 H 5.464 2.499 5.823  0.086
98 H 7.433 3.214 2.587  0.100
99 H 7.849 1.924 1.424  0.096
100 H 8.009 1.620 3.136  0.069
101 O -0.402 3.401 -0.135  0.066
102 C -0.479 4.543 0.312  -0.469
103 O 0.248 4.905 1.392  0.006
104 C 0.358 6.252 1.891  -0.225
105 C -0.810 6.590 2.793  -0.068
106 C -1.447 5.528 -0.277  0.019
107 H 0.481 6.964 1.070  0.114
108 H 1.285 6.290 2.474  0.126
109 H -1.762 6.545 2.256  0.067
110 H -0.698 7.595 3.211  0.084
111 H -0.879 5.871 3.616  0.087
112 H -2.443 5.342 0.132  0.107
113 H -1.468 5.387 -1.362  0.059
114 H -1.174 6.569 -0.111  0.069
115 O -1.654 -6.675 4.470  0.046
116 C -0.972 -6.830 5.481  -0.496
117 O -1.524 -7.333 6.606  -0.018
118 C -0.784 -7.708 7.784  -0.227
119 C -0.529 -6.504 8.667  -0.067
120 C 0.460 -6.380 5.510  0.025
121 H 0.134 -8.241 7.517  0.119
122 H -1.409 -8.425 8.327  0.125
123 H 0.077 -5.750 8.157  0.069
124 H -0.011 -6.800 9.584  0.084
125 H -1.474 -6.019 8.935  0.086
126 H 0.494 -5.304 5.698  0.098
127 H 0.911 -6.593 4.536  0.106
128 H 1.071 -6.898 6.247  0.078
129 O 0.617 -10.056 4.343  0.075
130 C -0.440 -10.622 4.075  -0.494
131 O -0.434 -11.827 3.463  -0.006
132 C -1.601 -12.646 3.257  -0.230
133 C -2.345 -12.220 2.008  -0.070
134 C -1.755 -9.948 4.343  0.013
135 H -2.236 -12.655 4.147  0.114
136 H -1.239 -13.672 3.126  0.123
137 H -2.709 -11.191 2.086  0.068
138 H -3.202 -12.876 1.826  0.083
139 H -1.682 -12.254 1.137  0.087
140 H -1.970 -9.247 3.532  0.101
141 H -1.678 -9.400 5.287  0.075
142 H -2.589 -10.637 4.459  0.074


3.
The following is a quantum chemistry calculation of a 9-piece molecular cluster, C42H77F15N4O10 overall at a distorted geometry, from OMol25.

Output
DFT total energy (eV): -111999.528
HOMO (eV): -8.28
SMILES: CCOC(=O)C(F)(F)F.CCOC(=O)C(F)(F)F.CCOC(=O)C(F)(F)F.CCOC(=O)C(F)(F)F.CCOC(=O)C(F)(F)F.CCN(CC)CC.CCN(CC)CC.CCN(CC)CC.CCCC#N
Frontier orbital gap (eV): 8.82

Last column: Löwdin charge in e.
Geometry (Å):
1 C 0.572 -1.747 -4.562  -0.099
2 C 0.159 -0.473 -3.846  -0.253
3 C -1.250 0.007 -4.242  -0.191
4 C -1.352 0.383 -5.641  -0.227
5 N -1.339 0.652 -6.788  0.139
6 H 0.005 -2.636 -4.239  0.074
7 H 1.668 -1.866 -4.519  0.073
8 H 0.400 -1.570 -5.653  0.081
9 H 0.990 0.234 -4.048  0.105
10 H 0.167 -0.692 -2.746  0.085
11 H -1.540 0.879 -3.682  0.070
12 H -1.936 -0.778 -4.082  0.095
13 C 5.178 4.087 2.739  -0.080
14 C 3.690 3.779 2.903  -0.299
15 N 3.244 3.294 4.178  -0.177
16 C 3.428 4.366 5.169  -0.271
17 C 2.419 4.200 6.316  -0.099
18 C 3.774 1.976 4.601  -0.231
19 C 3.161 0.914 3.753  -0.097
20 H 5.734 3.146 2.945  0.079
21 H 5.434 4.913 3.356  0.049
22 H 5.350 4.449 1.701  0.084
23 H 3.145 4.726 2.668  0.119
24 H 3.416 3.078 2.091  0.088
25 H 4.445 4.499 5.621  0.124
26 H 3.179 5.314 4.666  0.111
27 H 1.414 4.053 5.920  0.071
28 H 2.702 3.304 6.915  0.065
29 H 2.467 5.084 6.976  0.073
30 H 3.444 1.839 5.642  0.112
31 H 4.840 1.820 4.486  0.105
32 H 2.079 0.989 3.828  0.081
33 H 3.380 -0.100 4.083  0.073
34 H 3.411 0.975 2.734  0.026
35 C 3.490 -1.630 1.582  -0.105
36 C 4.420 -0.918 0.646  -0.198
37 N 3.824 -0.690 -0.766  -0.168
38 C 2.917 0.405 -0.714  -0.289
39 C 3.497 1.769 -1.122  -0.054
40 C 3.334 -1.927 -1.343  -0.286
41 C 4.380 -3.027 -1.458  -0.075
42 H 2.470 -1.283 1.631  0.065
43 H 3.937 -1.667 2.593  0.080
44 H 3.470 -2.691 1.248  0.061
45 H 4.631 0.108 1.031  0.105
46 H 5.356 -1.409 0.506  0.096
47 H 2.072 0.062 -1.411  0.115
48 H 2.410 0.504 0.243  0.091
49 H 4.158 2.079 -0.336  0.051
50 H 4.025 1.720 -2.076  0.072
51 H 2.665 2.523 -1.246  0.063
52 H 2.913 -1.638 -2.350  0.117
53 H 2.472 -2.371 -0.815  0.097
54 H 3.968 -3.880 -2.045  0.079
55 H 4.597 -3.356 -0.470  0.043
56 H 5.303 -2.581 -1.852  0.085
57 C -4.940 -2.349 2.369  -0.081
58 C -4.569 -0.915 2.821  -0.241
59 N -4.591 0.095 1.741  -0.194
60 C -4.370 1.442 2.230  -0.266
61 C -3.206 1.620 3.247  -0.084
62 C -5.805 0.068 0.948  -0.255
63 C -5.717 -0.818 -0.345  -0.077
64 H -5.995 -2.406 2.101  0.064
65 H -4.708 -2.973 3.235  0.076
66 H -4.333 -2.665 1.542  0.050
67 H -5.266 -0.670 3.693  0.132
68 H -3.558 -0.904 3.238  0.099
69 H -4.210 2.095 1.361  0.103
70 H -5.291 1.820 2.748  0.123
71 H -3.339 1.182 4.252  0.078
72 H -2.297 1.214 2.874  0.036
73 H -3.129 2.704 3.377  0.076
74 H -5.979 1.088 0.547  0.109
75 H -6.683 -0.209 1.507  0.106
76 H -6.376 -0.411 -1.094  0.046
77 H -6.089 -1.831 -0.113  0.059
78 H -4.686 -0.732 -0.793  0.079
79 C -2.792 5.307 -0.913  -0.042
80 C -3.195 5.453 -2.382  -0.174
81 O -4.136 4.412 -2.692  0.035
82 C -3.583 3.248 -3.084  -0.343
83 O -2.412 2.942 -3.132  0.141
84 C -4.667 2.293 -3.561  -0.562
85 F -5.583 2.795 -4.359  0.199
86 F -4.082 1.283 -4.196  0.170
87 F -5.354 1.775 -2.530  0.159
88 H -2.235 4.356 -0.807  0.070
89 H -3.605 5.295 -0.211  0.078
90 H -2.130 6.083 -0.611  0.060
91 H -2.358 5.312 -3.058  0.102
92 H -3.640 6.490 -2.516  0.152
93 C -2.870 -3.532 -2.756  -0.059
94 C -2.361 -4.918 -2.450  -0.166
95 O -0.903 -5.033 -2.644  0.013
96 C -0.375 -6.236 -2.299  -0.472
97 O -0.813 -7.153 -1.802  0.252
98 C 1.072 -6.078 -2.594  -0.476
99 F 1.661 -4.966 -2.015  0.109
100 F 1.818 -7.120 -2.156  0.146
101 F 1.403 -5.898 -3.892  0.150
102 H -3.918 -3.518 -2.496  0.077
103 H -2.897 -3.228 -3.808  0.088
104 H -2.468 -2.827 -2.026  0.055
105 H -2.800 -5.674 -3.095  0.127
106 H -2.580 -5.144 -1.393  0.133
107 C -0.375 -9.262 2.114  -0.072
108 C 0.951 -8.649 1.770  -0.176
109 O 0.814 -7.252 1.368  0.027
110 C 0.776 -6.324 2.312  -0.392
111 O 0.947 -6.465 3.484  0.170
112 C 0.407 -4.895 1.766  -0.502
113 F -0.189 -4.863 0.566  0.159
114 F -0.330 -4.193 2.689  0.134
115 F 1.557 -4.261 1.629  0.168
116 H -0.357 -10.364 2.234  0.094
117 H -1.133 -9.071 1.332  0.085
118 H -0.833 -8.756 2.977  0.083
119 H 1.298 -9.102 0.862  0.122
120 H 1.568 -8.689 2.655  0.121
121 C 0.108 2.684 1.530  -0.048
122 C -0.699 2.040 0.412  -0.168
123 O -0.558 0.589 0.571  0.025
124 C -1.254 -0.186 -0.222  -0.421
125 O -1.981 0.093 -1.107  0.173
126 C -0.911 -1.686 0.086  -0.476
127 F -0.275 -2.312 -0.966  0.113
128 F -0.191 -1.807 1.218  0.148
129 F -1.984 -2.455 0.262  0.148
130 H 1.188 2.720 1.280  0.069
131 H -0.100 2.164 2.498  0.089
132 H -0.191 3.725 1.643  0.073
133 H -0.428 2.442 -0.575  0.119
134 H -1.777 2.189 0.612  0.114
135 C 2.084 3.439 -4.262  -0.061
136 C 1.050 3.547 -3.181  -0.189
137 O 1.463 4.541 -2.167  0.019
138 C 0.908 5.732 -2.283  -0.380
139 O 0.196 6.113 -3.183  0.149
140 C 1.179 6.533 -0.983  -0.565
141 F 2.440 6.907 -0.801  0.174
142 F 0.454 7.599 -0.864  0.206
143 F 0.921 5.751 0.105  0.122
144 H 2.124 4.276 -4.988  0.098
145 H 1.811 2.621 -4.947  0.084
146 H 3.032 3.141 -3.838  0.066
147 H 0.956 2.525 -2.712  0.120
148 H 0.086 3.856 -3.615  0.112


DFT total energy of number 2 (C42H76FN3O20)? -92911.693 eV


What is the DFT total energy in the third record? -111999.528 eV


DFT total energy of number 3 (C42H77F15N4O10)? -111999.528 eV